#one
Density functional theory data (ωB97M-V with the def2-TZVPD basis set) for a single C5H7FN2 molecule.

Structure (XYZ):
```
15
Properties=species:S:1:pos:R:3:nbo_charge:R:1
C 1.96227 -1.47610 -0.66994 -0.65
C 0.95640 -0.35633 -0.43366 0.07
N 1.20875 1.02533 -0.51774 -0.53
C 0.07143 1.60641 0.15328 -0.10
C -0.87585 0.70226 0.38775 0.00
N -2.22329 1.08308 0.79271 -0.81
C -0.34596 -0.50260 -0.01392 0.27
F -0.81484 -1.73762 0.36336 -0.33
H 1.45788 -2.46595 -0.94913 0.25
H 2.76152 -1.15855 -1.54377 0.23
H 2.62422 -1.78438 0.41454 0.22
H 2.16916 1.62567 -0.48426 0.43
H 0.25119 2.63551 0.29550 0.20
H -2.79525 0.13129 0.25330 0.37
H -2.64317 2.05427 0.27772 0.39
```

**SMILES**: Cc1[nH]cc(N)c1F
**Molecular weight**: 114.1 g mol⁻¹
**HOMO-LUMO gap**: 8.73 eV


#two
Density functional theory data (ωB97M-V with the def2-TZVPD basis set) for a single C5H7FN2 molecule.

Structure (XYZ):
```
15
Properties=species:S:1:pos:R:3:nbo_charge:R:1
C 1.50377 -0.61117 -1.54411 -0.46
N 0.22468 -0.80443 -0.76155 -0.27
C -0.26205 0.56821 -0.30431 -0.24
C -0.82166 0.16642 0.88575 -0.24
C -1.68367 1.08057 1.25551 0.29
F -2.53390 1.14426 2.40539 -0.36
C -0.20875 -1.03403 1.31102 -0.01
N 0.30480 -1.65018 0.32640 -0.15
H 2.21014 -1.62303 -1.70743 0.23
H 2.25530 -0.08084 -0.82105 0.17
H 1.69597 0.01804 -2.42313 0.23
H -0.98217 1.03980 -1.10449 0.22
H 0.51897 1.30215 -0.22327 0.20
H -1.93479 1.96622 0.47969 0.17
H -0.28665 -1.48196 2.22558 0.21
```

**SMILES**: CN1C/C(=C/F)C=N1
**Molecular weight**: 114.1 g mol⁻¹
**HOMO-LUMO gap**: 8.91 eV


#one is favored, and the nearest alternative lies 1.043 eV above it.


#one
Density functional theory data (ωB97M-V with the def2-TZVPD basis set) for a 14-piece molecular cluster, C4H36N2O14 overall.

Structure (XYZ):
```
56
Properties=species:S:1:pos:R:3:nbo_charge:R:1
C -0.92908 2.60300 1.17787 0.52
N -1.26665 1.36621 0.71774 -0.65
C -0.67235 1.78554 -1.64181 -0.66
C -0.61453 0.79236 -0.48587 -0.07
C 0.89537 0.46541 -0.08000 -0.24
N 1.55355 -0.21802 -1.21914 -0.90
O 0.05630 3.25082 0.84923 -0.66
H -1.44364 2.99769 2.07389 0.13
H -2.25881 1.15718 0.88684 0.44
H -0.12832 2.73079 -1.37541 0.22
H -1.64178 2.29551 -1.77015 0.23
H -0.34041 1.47065 -2.63619 0.24
H -1.21263 -0.04616 -0.85702 0.23
H 1.50662 1.34966 0.10935 0.21
H 0.86313 -0.00454 0.90518 0.21
H 2.31449 -0.82637 -0.95610 0.38
H 1.89166 0.41532 -1.94126 0.36
H 0.16760 -2.38142 -4.13573 0.48
H -0.91057 -3.37577 -3.65043 0.48
O 0.03059 -3.19440 -3.63616 -0.97
H -4.69078 0.53491 0.62896 0.48
H -3.87290 -0.17461 -0.49639 0.50
O -4.35826 0.63962 -0.26351 -0.99
H -1.67887 -1.43359 2.99614 0.47
H -1.70897 -0.07343 2.61444 0.46
O -2.07340 -0.61775 3.32782 -0.93
H -4.31028 2.93073 0.35680 0.48
H -3.52252 3.45955 1.46005 0.46
O -4.19143 2.77885 1.30648 -0.94
H 2.11925 2.03613 2.15480 0.51
H 2.58045 1.17652 3.37110 0.49
O 2.56777 1.22072 2.41064 -0.98
H 3.80507 0.03214 1.43369 0.50
H 4.44092 -1.22093 0.93134 0.48
O 3.86137 -0.51214 0.62785 -0.97
H 1.75108 -3.26997 -1.86896 0.49
H 0.64073 -3.22385 -0.85208 0.48
O 1.44538 -3.72222 -1.07343 -0.94
H 2.25350 -2.98945 0.35403 0.51
H 2.18396 -1.49941 0.77785 0.49
O 2.07692 -2.40289 1.12785 -1.03
H 1.32258 -0.36957 -3.41842 0.50
H 1.26144 -0.56606 -5.12415 0.50
O 0.89961 -0.31246 -4.27888 -1.00
H -2.34389 -2.06432 0.08830 0.51
H -3.94228 -2.29186 0.34597 0.48
O -3.25425 -2.01452 -0.26502 -1.00
H 2.48164 3.67677 -1.00506 0.46
H 2.23769 4.75073 -0.00165 0.48
O 2.96676 4.29295 -0.44282 -0.94
H -0.47828 -2.89995 1.34154 0.50
H -0.04501 -2.04578 0.20027 0.48
O -0.77261 -2.62376 0.46791 -0.95
H 0.97541 -1.99914 2.57437 0.49
H 1.01804 -0.53333 2.79069 0.47
O 0.49358 -1.30208 3.06664 -0.97
```

**Molecular weight**: 336.3 g mol⁻¹
**HOMO-LUMO gap**: 10.09 eV


#two
Density functional theory data (ωB97M-V with the def2-TZVPD basis set) for a 14-piece molecular cluster, C4H36N2O14 overall.

Structure (XYZ):
```
56
Properties=species:S:1:pos:R:3:nbo_charge:R:1
O 1.24808 0.40385 -3.08341 -0.70
C 0.74741 -0.74981 -3.18157 0.70
N 0.49012 -1.25057 -1.91184 -0.70
C 0.39563 -2.66790 -1.44439 -0.07
N -0.16823 -2.91383 -0.09160 -0.85
C 0.46023 -1.67252 -4.41150 -0.52
C -0.97197 -2.26089 -4.31791 -0.62
H 0.34545 -0.57597 -1.16263 0.42
H -0.29389 -3.23436 -2.11232 0.18
H 1.39280 -3.11964 -1.41370 0.20
H -0.13286 -2.13649 0.48281 0.39
H -1.08143 -3.17827 -0.27395 0.36
H 1.35466 -2.41086 -4.21787 0.28
H 0.74142 -1.33569 -5.39199 0.24
H -0.84003 -3.37775 -4.38216 0.22
H -1.41233 -2.01022 -3.36825 0.22
H -1.51989 -1.87075 -5.22127 0.22
H 0.62590 1.90768 -0.76907 0.48
H -0.57470 1.34466 -1.59377 0.51
O 0.05252 1.25114 -0.91035 -0.96
H -3.77302 0.01914 1.44324 0.51
H -3.55686 0.77476 2.89857 0.49
O -4.21432 0.45956 2.26353 -0.98
H 4.02940 -2.55461 -2.62674 0.48
H 2.72644 -1.61168 -2.53546 0.49
O 3.26450 -2.31441 -3.14656 -0.97
H -1.58937 3.83617 2.72891 0.48
H -3.00509 4.54613 2.22219 0.52
O -2.29994 4.48951 2.96494 -1.00
H -2.02462 2.66213 4.22002 0.52
H -2.60708 1.39593 5.09394 0.48
O -1.96986 1.70396 4.49555 -1.00
H -2.52988 2.61551 0.48197 0.46
H -3.79715 2.03932 1.32533 0.50
O -3.43425 2.80272 0.86445 -0.98
H -1.12732 -0.30537 -0.05475 0.48
H -1.82542 1.00899 0.27630 0.46
O -1.95597 0.12166 -0.04941 -0.95
H 3.07989 1.98918 1.75858 0.49
H 2.60872 1.57207 0.28732 0.51
O 2.40088 1.92554 1.15840 -0.99
H 0.33427 0.08230 1.32376 0.49
H 0.01587 -0.94223 2.78887 0.54
O -0.00876 -0.85289 1.70217 -1.06
H 2.36464 0.66724 -1.48184 0.51
H 3.77953 0.72960 -1.65510 0.49
O 3.17228 0.56082 -0.96648 -0.97
H 3.34105 -1.56465 0.37468 0.47
H 2.25150 -2.44756 0.56896 0.48
O 3.20437 -2.47133 0.26936 -0.94
H 0.03943 0.42352 4.56242 0.51
H 0.58047 -0.94535 4.92905 0.46
O 0.33844 -0.40564 4.35342 -0.92
H 0.26423 4.02816 2.39596 0.48
H 0.97315 2.65209 1.70048 0.52
O 0.09099 3.16787 1.84070 -1.03
```

**Molecular weight**: 336.3 g mol⁻¹
**HOMO-LUMO gap**: 9.51 eV


#one is favored, and the nearest alternative lies 2.854 eV above it.


#one
Density functional theory data (ωB97M-V with the def2-TZVPD basis set) for a single C8H10O2 molecule.

Structure (XYZ):
```
20
Properties=species:S:1:pos:R:3:nbo_charge:R:1
C -0.39435 3.22912 -0.38708 -0.04
C -0.34622 2.12266 0.16646 -0.09
C 2.24667 -0.16718 -0.14788 0.77
C 0.78976 -0.44565 -0.90148 -0.46
C -0.26875 0.87425 0.77772 0.13
C -0.26960 -0.43699 0.17421 -0.16
C -1.54521 -0.57873 -0.76135 -0.59
C -0.29097 -1.54327 1.25307 -0.60
O 3.29470 -0.61425 -0.58987 -0.64
O 2.08667 0.62554 0.82999 -0.58
H -0.22658 4.13349 -0.73984 0.22
H 0.62375 0.45153 -1.51738 0.23
H 0.94399 -1.35707 -1.45739 0.24
H 0.00981 0.98519 1.74593 0.24
H -1.57932 0.15098 -1.67236 0.23
H -2.41153 -0.29436 -0.09634 0.21
H -1.72628 -1.59700 -1.19296 0.24
H 0.37779 -1.30264 2.03034 0.23
H 0.01863 -2.47593 0.81545 0.23
H -1.33296 -1.75969 1.67076 0.22
```

**Molecular weight**: 138.2 g mol⁻¹
**HOMO-LUMO gap (spin up / spin down)**: 6.34 / 6.79 eV


#two
Density functional theory data (ωB97M-V with the def2-TZVPD basis set) for a 2-piece molecular cluster, C8H10O2 overall.

Structure (XYZ):
```
20
Properties=species:S:1:pos:R:3:nbo_charge:R:1
C 1.60059 -1.02889 -2.00945 -0.22
C 0.30135 -1.33861 -2.49429 -0.21
C -0.45704 -2.16925 -1.59711 -0.19
C 0.04307 -2.62550 -0.44826 -0.25
C 1.22538 -2.15450 0.06896 -0.19
C 2.08136 -1.45781 -0.77949 -0.22
H 2.34301 -0.44247 -2.41917 0.21
H -0.13550 -1.04578 -3.35845 0.21
H -1.50660 -2.72071 -1.88744 0.22
H -0.46430 -3.26541 0.21132 0.22
H 1.72758 -2.65946 0.97688 0.21
H 3.16388 -1.46275 -0.59209 0.22
C -1.47571 3.60462 2.23226 -0.74
C -1.44991 2.15417 1.68732 0.79
O -2.01732 1.22054 2.24935 -0.58
O -0.44226 2.13672 0.78695 -0.68
H -2.27658 3.82132 2.96097 0.24
H -0.35676 3.80147 2.54771 0.25
H -1.58153 4.34448 1.40608 0.23
H -0.32271 1.28779 0.45797 0.49
```

**SMILES**: c1ccccc1.CC(=O)O
**Molecular weight**: 138.2 g mol⁻¹
**HOMO-LUMO gap**: 10.23 eV


#two is favored, and the nearest alternative lies 3.844 eV above it.


#one
Density functional theory data (ωB97M-V with the def2-TZVPD basis set) for a 2-piece molecular cluster, C8H10O2 overall.

Structure (XYZ):
```
20
Properties=species:S:1:pos:R:3:nbo_charge:R:1
C -1.34517 -1.44848 0.04234 -0.22
C -2.36748 -0.67220 -0.52025 -0.21
C -2.46408 0.70327 -0.28845 -0.24
C -1.45850 1.33429 0.41946 -0.23
C -0.41364 0.57682 0.96868 -0.21
C -0.38386 -0.80966 0.81308 -0.17
H -1.37776 -2.55447 -0.04816 0.21
H -3.08002 -1.21742 -1.12281 0.21
H -3.32348 1.25885 -0.67660 0.21
H -1.51350 2.42077 0.49896 0.21
H 0.39892 1.10055 1.52447 0.21
H 0.37877 -1.40381 1.27416 0.20
C 2.69823 -0.93965 0.16374 -0.73
C 1.72195 0.08759 -0.32819 0.79
O 0.63581 -0.18332 -0.83578 -0.59
O 2.12398 1.31179 -0.24051 -0.70
H 2.01833 -1.88518 0.33862 0.24
H 3.40654 -1.04765 -0.73617 0.25
H 3.29876 -0.62765 1.02306 0.24
H 1.79036 1.93638 -1.08756 0.52
```

**SMILES**: c1ccccc1.CC(=O)O
**Molecular weight**: 138.2 g mol⁻¹
**HOMO-LUMO gap**: 8.29 eV


#two
Density functional theory data (ωB97M-V with the def2-TZVPD basis set) for a 2-piece molecular cluster, C8H10O2 overall.

Structure (XYZ):
```
20
Properties=species:S:1:pos:R:3:nbo_charge:R:1
C -0.46894 -0.80851 -2.47295 -0.21
C -1.26570 -1.32962 -1.45501 -0.23
C -0.75125 -1.75450 -0.20207 -0.25
C 0.58449 -1.68453 0.07812 -0.22
C 1.40124 -1.17700 -0.94821 -0.20
C 0.93304 -0.77647 -2.24579 -0.21
H -0.81947 -0.41086 -3.43142 0.22
H -2.29834 -1.57706 -1.65468 0.22
H -1.50144 -2.09347 0.57152 0.23
H 0.93251 -1.87903 1.06391 0.25
H 2.44992 -1.15465 -0.73596 0.21
H 1.55625 -0.14482 -2.89664 0.22
C -0.11412 2.68201 2.30335 -0.72
C 0.06839 1.30247 1.77833 0.79
O 0.57718 0.42408 2.44910 -0.62
O -0.38232 1.13039 0.50243 -0.73
H 0.05762 2.64869 3.37948 0.24
H 0.60124 3.36521 1.73561 0.24
H -1.18562 3.07129 2.01962 0.24
H -0.37470 0.16639 0.16128 0.53
```

**SMILES**: c1ccccc1.CC(=O)O
**Molecular weight**: 138.2 g mol⁻¹
**HOMO-LUMO gap**: 10.52 eV


#three
Density functional theory data (ωB97M-V with the def2-TZVPD basis set) for a 2-piece molecular cluster, C8H10O2 overall.

Structure (XYZ):
```
20
Properties=species:S:1:pos:R:3:nbo_charge:R:1
C -1.10684 0.81391 -0.26152 -0.21
C -0.70286 -0.52052 0.16231 -0.23
C -1.70588 -1.39279 0.36566 -0.21
C -3.02194 -1.10326 0.11241 -0.22
C -3.41198 0.17310 -0.45651 -0.22
C -2.46208 1.19555 -0.50261 -0.23
H -0.26024 1.43826 -0.37484 0.20
H 0.35092 -0.79340 0.16664 0.25
H -1.50526 -2.40740 0.74542 0.21
H -3.82194 -1.82212 0.18942 0.21
H -4.44785 0.52137 -0.75711 0.22
H -2.79426 2.38346 -0.49644 0.23
C 3.06910 1.01250 0.73724 -0.73
C 3.36754 -0.19672 -0.15470 0.79
O 4.41405 -0.44437 -0.74974 -0.59
O 2.29218 -1.08889 -0.34702 -0.72
H 3.95421 1.75833 0.65918 0.25
H 2.17658 1.45428 0.24216 0.24
H 2.93512 0.80877 1.77071 0.25
H 2.68144 -1.79005 -1.05064 0.51
```

**SMILES**: c1ccccc1.CC(=O)O
**Molecular weight**: 138.2 g mol⁻¹
**HOMO-LUMO gap**: 9.61 eV


#two is favored, and the nearest alternative lies 0.969 eV above it.